# C72H84Cl3N12

A 9-piece molecular cluster, C72H84Cl3N12 overall at a distorted geometry (the ωB97M-V functional and the def2-TZVPD basis, OMol25).

The calculation puts the calculated total energy at -131371.4520 eV. The energy relative to the best compared isomer or geometry (same formula, charge and spin) comes out at 0.0000 eV. The calculation puts the highest occupied orbital energy at -0.7632 Eh. Its total charge is +9. As for the multiplicity: 1.

Atoms and positions in Å:
C -5.382 -11.959 3.859
N -5.436 -10.666 3.153
C -4.752 -10.388 2.015
C -4.812 -9.140 1.426
C -5.669 -8.189 1.984
C -6.334 -8.429 3.174
C -6.241 -9.714 3.681
C -5.826 -6.872 1.297
C -4.837 -6.014 0.772
C -5.223 -4.780 0.304
N -6.504 -4.420 0.152
C -7.492 -5.135 0.719
C -7.117 -6.331 1.307
C -6.832 -3.196 -0.632
H -4.651 -12.679 3.487
H -6.362 -12.428 3.867
H -4.935 -11.838 4.847
H -4.215 -11.207 1.556
H -4.231 -9.004 0.526
H -6.992 -7.753 3.700
H -6.724 -10.054 4.588
H -3.812 -6.353 0.788
H -4.531 -4.067 -0.126
H -8.512 -4.788 0.647
H -7.908 -6.803 1.876
H -7.896 -2.979 -0.639
H -6.573 -3.344 -1.680
H -6.225 -2.401 -0.204
C 12.001 -13.512 4.836
N 11.804 -12.365 5.804
C 12.969 -11.718 6.075
C 12.951 -10.616 6.892
C 11.718 -10.102 7.310
C 10.561 -10.847 7.084
C 10.606 -11.937 6.217
C 11.695 -8.781 7.987
C 10.914 -7.736 7.504
C 11.031 -6.443 7.996
N 11.885 -6.220 9.004
C 12.659 -7.191 9.526
C 12.550 -8.489 9.052
C 12.181 -4.847 9.572
H 11.044 -13.602 4.329
H 12.328 -14.410 5.352
H 12.733 -13.179 4.106
H 13.847 -12.165 5.632
H 13.874 -10.080 7.068
H 9.564 -10.553 7.415
H 9.779 -12.418 5.716
H 10.226 -7.884 6.679
H 10.362 -5.619 7.788
H 13.441 -6.908 10.217
H 13.263 -9.191 9.466
H 12.887 -4.343 8.924
H 12.400 -4.968 10.633
H 11.232 -4.352 9.795
C 6.184 -12.881 7.374
N 4.905 -12.180 7.134
C 3.914 -12.875 6.499
C 2.667 -12.310 6.367
C 2.453 -11.030 6.866
C 3.456 -10.352 7.533
C 4.702 -10.977 7.687
C 0.988 -10.598 6.809
C 0.133 -10.874 5.731
C -1.194 -10.479 5.766
N -1.708 -9.986 6.920
C -0.928 -9.798 8.005
C 0.433 -10.034 7.946
C -3.201 -9.959 7.073
H 6.607 -12.471 8.289
H 6.911 -12.572 6.619
H 6.043 -13.955 7.327
H 4.162 -13.900 6.246
H 1.883 -12.935 5.955
H 3.287 -9.435 8.084
H 5.538 -10.459 8.134
H 0.579 -11.198 4.800
H -1.881 -10.786 4.992
H -1.508 -9.526 8.875
H 1.042 -9.825 8.820
H -3.441 -9.329 7.924
H -3.495 -10.991 7.262
H -3.739 -9.608 6.197
C 2.987 -7.223 3.594
N 3.528 -8.555 3.270
C 4.847 -8.816 3.277
C 5.283 -10.092 3.029
C 4.331 -11.112 2.884
C 2.986 -10.794 2.813
C 2.587 -9.479 2.955
C 4.836 -12.498 2.751
C 5.801 -12.875 3.696
C 6.348 -14.142 3.664
N 6.005 -14.968 2.665
C 5.079 -14.639 1.771
C 4.470 -13.403 1.766
C 6.713 -16.260 2.550
H 3.770 -6.541 3.915
H 2.271 -7.364 4.402
H 2.473 -6.781 2.742
H 5.511 -8.001 3.530
H 6.326 -10.359 2.958
H 2.259 -11.547 2.531
H 1.581 -9.094 3.022
H 6.213 -12.080 4.305
H 7.079 -14.554 4.343
H 4.785 -15.375 1.036
H 3.762 -13.179 0.981
H 6.610 -16.772 3.510
H 7.738 -16.205 2.201
H 6.089 -16.947 1.979
C 11.585 -15.118 11.362
N 10.703 -13.930 11.221
C 11.227 -12.698 11.442
C 10.446 -11.568 11.328
C 9.092 -11.710 11.068
C 8.585 -12.984 10.867
C 9.397 -14.113 10.990
C 8.168 -10.561 10.793
C 8.667 -9.421 10.159
C 7.797 -8.388 9.823
N 6.499 -8.479 10.127
C 5.992 -9.515 10.830
C 6.829 -10.556 11.176
C 5.560 -7.466 9.611
H 11.375 -15.829 10.565
H 11.327 -15.633 12.288
H 12.648 -14.896 11.376
H 12.295 -12.625 11.586
H 11.001 -10.674 11.582
H 7.524 -13.069 10.683
H 9.033 -15.089 10.698
H 9.718 -9.264 9.961
H 8.037 -7.551 9.184
H 4.954 -9.388 11.151
H 6.397 -11.377 11.732
H 5.648 -7.483 8.521
H 5.868 -6.490 9.978
H 4.522 -7.721 9.819
C -0.393 -10.604 14.090
N -1.737 -10.376 14.760
C -1.671 -10.039 16.067
C -2.800 -9.630 16.727
C -4.018 -9.496 16.091
C -4.049 -9.737 14.702
C -2.890 -10.193 14.086
C -5.223 -8.992 16.844
C -5.311 -9.240 18.214
C -6.410 -8.771 18.911
N -7.357 -8.085 18.238
C -7.208 -7.705 16.958
C -6.157 -8.189 16.207
C -8.456 -7.474 19.084
H -0.613 -11.275 13.265
H 0.237 -11.125 14.805
H -0.048 -9.599 13.868
H -0.726 -10.263 16.542
H -2.785 -9.312 17.760
H -4.915 -9.546 14.086
H -2.844 -10.370 13.022
H -4.535 -9.849 18.651
H -6.670 -9.044 19.924
H -8.028 -7.134 16.545
H -5.992 -7.890 15.183
H -8.230 -6.441 19.344
H -8.606 -8.060 19.984
H -9.317 -7.460 18.421
Cl 7.439 -9.107 6.392
Cl 2.606 -9.322 10.848
Cl 2.706 -15.302 4.221

***

# C73H87N11O4S2

A 11-piece molecular cluster, C73H87N11O4S2 overall at a distorted geometry (the ωB97M-V functional and the def2-TZVPD basis, OMol25).

Its structure (SMILES) is CCCCCCCCCCCC1=C(CCCSC(=S)N2CCOCC2)C(=O)OC1=O.c1ccncc1.c1ccncc1.c1ccncc1.c1ccncc1.c1ccncc1.c1ccncc1.c1ccncc1.c1ccncc1.c1ccncc1.c1ccncc1. The calculation puts the calculated total energy at -123361.9048 eV. The calculation puts the highest occupied orbital energy at -0.3190 Eh. As for the multiplicity: 1.

Atoms and positions in Å:
C 5.128 -0.473 -0.070
C 5.868 -0.554 -1.415
C 5.806 0.726 -2.283
C 4.494 1.523 -2.211
C 3.277 0.724 -2.728
C 3.032 0.897 -4.252
C 2.115 2.079 -4.606
C 0.651 1.934 -4.141
C -0.025 0.594 -4.550
C -1.444 0.796 -5.132
C -2.447 1.070 -3.990
C -2.966 -0.123 -3.216
C -3.469 -0.094 -1.968
C -3.642 1.039 -0.991
C -4.617 2.157 -1.407
C -4.088 3.310 -2.281
S -2.480 3.948 -1.786
C -1.785 4.577 -3.303
S -2.686 4.759 -4.675
N -0.429 4.868 -3.261
C -0.054 6.186 -3.850
C 0.564 7.137 -2.825
O 1.724 6.603 -2.192
C 1.690 5.178 -2.111
C 0.261 4.656 -1.971
C -3.839 -1.489 -1.599
O -4.361 -1.878 -0.636
O -3.467 -2.335 -2.614
C -2.985 -1.555 -3.654
O -2.659 -2.052 -4.666
H 5.520 0.323 0.579
H 5.196 -1.439 0.453
H 4.054 -0.272 -0.214
H 6.926 -0.732 -1.170
H 5.469 -1.415 -1.975
H 5.952 0.431 -3.338
H 6.640 1.389 -2.015
H 4.600 2.428 -2.838
H 4.309 1.894 -1.191
H 2.372 1.031 -2.185
H 3.443 -0.350 -2.558
H 2.636 -0.050 -4.639
H 4.002 1.073 -4.747
H 2.116 2.252 -5.695
H 2.527 2.994 -4.144
H 0.071 2.788 -4.530
H 0.607 2.011 -3.041
H -0.150 0.008 -3.626
H 0.579 0.052 -5.284
H -1.464 1.698 -5.767
H -1.745 -0.040 -5.768
H -3.324 1.580 -4.421
H -1.957 1.724 -3.255
H -2.639 1.416 -0.743
H -4.041 0.597 -0.066
H -5.456 1.727 -1.975
H -5.048 2.571 -0.486
H -4.813 4.134 -2.220
H -4.072 3.014 -3.332
H 0.702 6.012 -4.633
H -0.908 6.674 -4.327
H 0.888 8.023 -3.395
H -0.174 7.497 -2.086
H 2.288 4.875 -1.241
H 2.160 4.757 -3.017
H -0.222 5.197 -1.143
H 0.334 3.581 -1.755
C -3.948 -4.818 1.286
C -3.320 -5.980 1.709
C -3.467 -6.371 3.032
N -4.183 -5.684 3.924
C -4.780 -4.570 3.501
C -4.695 -4.095 2.200
H -3.856 -4.476 0.263
H -2.722 -6.572 1.028
H -2.991 -7.272 3.404
H -5.354 -4.033 4.250
H -5.199 -3.183 1.910
C -6.503 9.021 -2.064
C -7.737 8.396 -2.157
C -7.770 7.040 -2.446
N -6.679 6.302 -2.643
C -5.501 6.918 -2.553
C -5.358 8.267 -2.265
H -6.435 10.077 -1.839
H -8.656 8.946 -2.009
H -8.716 6.515 -2.524
H -4.635 6.289 -2.724
H -4.374 8.711 -2.202
C 6.909 5.042 2.691
C 5.745 4.632 2.060
C 5.791 3.492 1.273
N 6.893 2.768 1.085
C 8.004 3.176 1.696
C 8.065 4.300 2.506
H 6.917 5.926 3.317
H 4.820 5.180 2.175
H 4.900 3.132 0.767
H 8.886 2.567 1.525
H 8.995 4.583 2.979
C 4.085 11.588 -4.358
C 3.742 10.280 -4.052
C 2.984 9.568 -4.969
N 2.560 10.071 -6.127
C 2.897 11.328 -6.406
C 3.655 12.125 -5.560
H 4.677 12.178 -3.670
H 4.054 9.818 -3.126
H 2.697 8.540 -4.772
H 2.539 11.714 -7.355
H 3.900 13.141 -5.840
C 0.496 -9.005 6.586
C -0.040 -10.100 5.928
C -1.145 -9.900 5.116
N -1.725 -8.713 4.934
C -1.196 -7.669 5.573
C -0.087 -7.762 6.402
H 1.357 -9.120 7.232
H 0.382 -11.087 6.048
H -1.597 -10.731 4.584
H -1.688 -6.716 5.406
H 0.302 -6.881 6.894
C -5.084 -4.499 -7.495
C -4.304 -3.596 -6.789
C -4.442 -2.245 -7.078
N -5.281 -1.768 -7.999
C -6.020 -2.651 -8.668
C -5.962 -4.020 -8.454
H -5.008 -5.561 -7.300
H -3.607 -3.928 -6.034
H -3.855 -1.506 -6.552
H -6.693 -2.237 -9.412
H -6.588 -4.690 -9.027
C -4.964 -3.386 7.411
C -6.296 -3.007 7.359
C -6.687 -1.874 8.056
N -5.853 -1.127 8.778
C -4.576 -1.505 8.819
C -4.082 -2.619 8.157
H -4.618 -4.264 6.878
H -7.018 -3.578 6.790
H -7.720 -1.544 8.038
H -3.919 -0.880 9.415
H -3.034 -2.877 8.224
C -2.812 -9.640 11.028
C -2.066 -10.748 11.397
C -1.247 -11.338 10.446
N -1.138 -10.901 9.192
C -1.862 -9.835 8.853
C -2.709 -9.170 9.729
H -3.462 -9.150 11.742
H -2.115 -11.149 12.400
H -0.646 -12.206 10.697
H -1.765 -9.504 7.829
H -3.271 -8.308 9.396
C 0.654 -5.137 2.277
C -0.285 -4.119 2.298
C 0.162 -2.815 2.450
N 1.446 -2.482 2.577
C 2.336 -3.473 2.554
C 1.995 -4.810 2.407
H 0.345 -6.169 2.161
H -1.340 -4.331 2.201
H -0.543 -1.990 2.470
H 3.374 -3.177 2.660
H 2.762 -5.572 2.394
C 11.070 -1.048 1.830
C 9.789 -1.149 2.350
C 8.716 -1.109 1.472
N 8.849 -0.975 0.154
C 10.085 -0.876 -0.331
C 11.224 -0.909 0.459
H 11.934 -1.076 2.482
H 9.623 -1.257 3.413
H 7.697 -1.184 1.838
H 10.161 -0.764 -1.408
H 12.204 -0.826 0.010

***

> Among the records above, which one has the highest highest occupied orbital energy?

C73H87N11O4S2